Record 1
# C5H9NO

A structure of composition C5H9NO (ωB97M-V/def2-TZVPD, the OMol25 dataset).

Energy relative to the best compared isomer or geometry (same formula, charge and spin) (kJ/mol): 509.5
Kohn-Sham gap (eV): 9.406
Maximum force (eV Å⁻¹): 3.7
LUMO (eV): 1.03
Calculated total energy (Ha): -325.74351

CARTESIAN COORDINATES (ANGSTROEM)
C -1.71575 -1.15652 -0.00475
C -0.58661 -0.30644 -0.52030
C -0.70258 1.24195 -0.42335
C 0.61401 1.19836 0.35514
C 0.76351 -0.24226 0.18659
N 1.71056 -1.06801 0.41080
O 2.89185 -0.28884 0.48433
H -2.56950 -1.10431 -0.68724
H -2.04720 -0.80647 0.98023
H -1.39214 -2.19580 0.08443
H -0.27973 -0.58780 -1.52994
H -0.70279 1.72993 -1.41048
H -1.54413 1.65810 0.14015
H 0.29221 0.42998 1.37285
H 1.41027 1.95494 0.26086
H 3.56873 -0.95104 0.65239

=====

Record 2
# C32H28Cl5N4O6Ti

A structure of composition C32H28Cl5N4O6Ti (ωB97M-V/def2-TZVPD, the OMol25 dataset).

Energy relative to the best compared isomer or geometry (same formula, charge and spin) (kJ/mol): 67.3
Kohn-Sham gap (spin up / spin down) (eV): 4.675 / 6.942
Maximum force (eV Å⁻¹): 0.7
LUMO (spin up / spin down) (eV): -0.92 / -0.92
⟨S²⟩: 0.797
Calculated total energy (Ha): -5057.21843
2S+1: 2

CARTESIAN COORDINATES (ANGSTROEM)
Ti 0.74412 -1.28936 0.09704
C -3.78356 -0.86932 5.53295
C -2.91335 -0.63186 4.32929
C -2.39652 0.62610 4.06474
C -1.54852 0.94486 2.97044
C -1.19102 2.29891 2.89095
N -0.29870 3.03525 2.15134
C 0.98731 2.61920 1.63161
C 1.56896 3.80707 0.87587
C 3.00428 3.62547 0.40163
N 3.26650 2.33488 -0.25135
C 2.57257 1.73136 -1.15199
C 1.34067 2.16121 -1.79190
C 1.05863 3.39329 -2.38644
C -0.17979 3.61519 -2.96136
C -0.51812 4.91600 -3.63115
C -1.12834 2.58187 -2.91218
C -0.89504 1.35430 -2.31315
C -1.91563 0.28955 -2.33891
N -1.79772 -0.75683 -1.64545
C -2.74613 -1.84147 -1.76553
C -1.95219 -3.14207 -1.89565
C -1.34858 -3.66521 -0.58047
N -0.93354 -2.59702 0.34151
C -1.67218 -2.47636 1.39313
C -1.75855 -1.40906 2.34027
C -2.60152 -1.64931 3.45171
C -1.20981 -0.14047 2.07614
O -0.48103 0.06763 1.01313
C 0.37500 1.14318 -1.74154
O 0.72802 0.03318 -1.16472
H -4.00811 0.06587 6.04501
H -3.29340 -1.52956 6.25068
H -4.73156 -1.33274 5.25394
H -2.64259 1.43249 4.74726
H -1.74114 2.93906 3.57135
H -0.30072 3.99420 2.45633
H 0.82356 1.77365 0.96780
H 1.66750 2.28573 2.42682
H 1.58531 4.68355 1.53337
H 0.90718 4.06006 0.04978
H 3.68871 3.64866 1.24817
H 3.29972 4.42279 -0.28214
H 3.95580 1.73527 0.21394
H 2.89114 0.71131 -1.34142
H 1.81903 4.16528 -2.42361
H 0.30395 5.62622 -3.54950
H -1.40012 5.37147 -3.17834
H -0.73117 4.77322 -4.69165
H -2.09892 2.75119 -3.36958
H -2.76048 0.45877 -3.02237
H -3.41947 -1.71013 -2.62360
H -3.36190 -1.86063 -0.85925
H -1.17026 -2.98545 -2.63820
H -2.60208 -3.92820 -2.28790
H -0.49960 -4.31039 -0.79811
H -2.09881 -4.27454 -0.06714
H -2.38993 -3.28107 1.57322
H -3.00105 -2.64644 3.59526
Cl 0.85883 -1.28410 -3.69274
C 1.51326 -2.66235 -2.83866
C 1.43625 -2.77739 -1.44935
C 2.01820 -3.93935 -0.94140
Cl 1.96240 -4.22967 0.77435
C 2.63571 -4.91884 -1.71608
Cl 3.33348 -6.32160 -1.00409
C 2.68753 -4.75264 -3.09568
Cl 3.44931 -5.93657 -4.08337
C 2.11927 -3.61789 -3.66061
Cl 2.18647 -3.42287 -5.37284
O 3.90197 0.50155 1.59469
C 3.01106 -0.30761 1.39028
O 2.72346 -0.82949 0.24169
C 1.98430 -0.74734 2.47902
O 1.95679 -0.28027 3.58402
O 1.15493 -1.62342 1.96071

=====

Record 3
# C5H8N

The ion C5H8N with charge +1 (ωB97M-V/def2-TZVPD, the OMol25 dataset).

Charge: +1
Energy relative to the best compared isomer or geometry (same formula, charge and spin) (kJ/mol): 450.7
Kohn-Sham gap (eV): 11.264
Maximum force (eV Å⁻¹): 4.4
LUMO (eV): -3.41
Calculated total energy (Ha): -249.65347

CARTESIAN COORDINATES (ANGSTROEM)
C 2.99318 -0.40091 -0.03923
C 1.76373 -0.28214 -0.25998
C 0.58698 0.23025 -0.27188
C -0.20928 1.30471 0.16962
N -0.75642 0.14498 -0.57281
C -1.58922 -0.89847 -0.02762
H 3.96627 -0.20902 -0.58699
H 3.09416 -0.86136 0.87247
H -0.54816 1.54202 1.22365
H -0.30646 2.20806 -0.56227
H -1.11502 0.32431 -1.44598
H -2.64470 -0.60073 -0.07603
H -1.43188 -1.93516 -0.59832
H -1.36920 -1.24697 1.02446